(1)
The following is a quantum chemistry calculation of a structure of composition C21H24F9N2ORuS2, from the Open Molecules 2025 dataset.

CARTESIAN COORDINATES (ANGSTROEM)
Ru (-0.89255, 1.03619, 0.02440)
S (-1.37242, 3.19367, 1.31450)
S (1.30406, 1.30058, 1.41336)
F (0.88828, 3.37304, -1.49355)
F (3.17783, 0.55775, -3.10078)
F (-0.61688, 0.90225, -4.42496)
F (-0.02083, 3.30751, -3.44584)
F (2.83813, 1.54039, -1.21083)
F (0.84751, -0.63396, -4.05052)
F (1.43500, 1.22843, -4.99382)
F (2.11809, -0.46981, -1.52447)
F (2.13490, 3.25373, -3.26194)
O (-0.12509, 0.89199, -1.84698)
N (0.98662, -2.76994, 1.10871)
N (-0.76171, -1.03917, 0.91200)
C (-3.70221, 1.13894, 0.11805)
C (0.90790, 1.27066, -2.62200)
C (-3.93432, -0.23422, 0.10385)
C (-3.07232, 1.02662, -2.20306)
C (2.51877, 3.35781, 2.69351)
C (1.77425, -3.44719, 3.33210)
C (0.02805, -1.88192, 0.99763)
C (0.50617, -5.05748, 1.85685)
C (2.28811, 0.71873, -2.11209)
C (1.24535, 2.83095, 2.07161)
C (0.99107, 2.82747, -2.70705)
C (-3.27256, -0.35159, -2.21238)
C (0.78328, -4.15867, 0.66182)
C (-3.28789, 1.78021, -1.05317)
C (-3.72525, -0.96882, -1.04957)
C (2.03882, -2.56661, 2.12213)
C (0.64896, 0.69484, -4.05141)
C (-2.96647, -1.15012, -3.44904)
C (0.08745, 3.64640, 2.03041)
C (1.59916, -4.90658, 2.91400)
C (0.13827, 5.01853, 2.65328)
H (-1.94190, -1.52659, -3.40354)
H (2.60026, -3.34354, 4.03818)
H (-3.64067, -2.00131, -3.54888)
H (1.36411, -5.52042, 3.78423)
H (-3.93958, 1.71931, 0.99978)
H (-0.02090, -4.17149, -0.07031)
H (-0.46255, -4.78387, 2.28682)
H (2.98567, -2.83700, 1.64732)
H (0.86956, -3.09509, 3.83760)
H (-3.90252, -2.03853, -1.04632)
H (2.07860, -1.50615, 2.36311)
H (1.70329, -4.46219, 0.15590)
H (0.43467, 4.96558, 3.70224)
H (-4.28026, -0.72633, 1.00403)
H (2.54633, -5.28121, 2.50933)
H (-2.73056, 1.51529, -3.10630)
H (3.17633, 3.74673, 1.91118)
H (-0.83107, 5.50485, 2.59028)
H (-3.20960, 2.85904, -1.08257)
H (2.34593, 4.15818, 3.40814)
H (0.87213, 5.64557, 2.13990)
H (3.05794, 2.55318, 3.19083)
H (0.43042, -6.09384, 1.52229)
H (-3.04116, -0.54079, -4.34798)

The value obtained for the highest occupied orbital energy (spin up / spin down) is -6.96 / -8.03 eV. The HOMO-LUMO gap (spin up / spin down) comes out at 7.5 / 6.6 eV. For the LUMO energy (spin up / spin down), the calculation gives 0.5 / -1.4 eV. The spin multiplicity is 6.

Mulliken atomic charge list, values in e, 2 entries: number 1, Ru, carries 0.75; number 2, S, carries -0.61

(2)
The following is a quantum chemistry calculation of the ion C6H15N3 with charge +2 at a distorted geometry, from the Open Molecules 2025 dataset.

CARTESIAN COORDINATES (ANGSTROEM)
N (-0.41920, 1.35183, 1.16170)
N (0.03885, -0.86176, 0.24458)
N (-0.29011, -0.26099, -1.92144)
C (0.62811, 0.48264, 0.68641)
C (1.37804, 1.13602, -0.49038)
C (-0.36521, -0.46879, -3.25532)
C (-0.00467, -1.84274, 1.34400)
C (-1.02887, 1.23797, 2.42079)
C (-0.31527, -1.12082, -1.01885)
H (2.12648, 0.43619, -0.84718)
H (0.84079, 1.59273, -1.33935)
H (-0.73249, -1.52213, 2.10633)
H (1.93471, 2.08843, -0.05119)
H (-0.03239, -1.36868, -3.62479)
H (-0.80765, 0.22767, 2.77372)
H (1.11738, -2.02619, 1.75079)
H (-0.66321, -2.12098, -1.11783)
H (-2.06017, 1.49991, 2.57807)
H (-0.43989, 1.85379, 3.03945)
H (0.21358, 0.35731, -3.77941)
H (-0.28234, -2.76403, 1.01986)
H (-0.72201, 2.06910, 0.48126)
H (-1.48286, -0.39689, -3.77932)
H (1.36841, 0.42041, 1.61812)

The value obtained for the highest occupied orbital energy (spin up / spin down) is -18.57 / -18.33 eV. The HOMO-LUMO gap (spin up / spin down) comes out at 7.0 / 6.9 eV. The total charge is +2. For the LUMO energy (spin up / spin down), the calculation gives -11.6 / -11.4 eV.

Mulliken atomic charge list, values in e, 2 entries: number 1, N, carries 0.06; number 2, N, carries 0.09

(3)
The following is a quantum chemistry calculation of a cluster of 7 separate species, C9H31NO7 in total at a distorted geometry, from the Open Molecules 2025 dataset.

CARTESIAN COORDINATES (ANGSTROEM)
O (23.26741, -21.84235, 17.47418)
O (13.83921, -23.64052, 18.10624)
O (16.55201, -22.07543, 16.78536)
O (17.48245, -19.31957, 17.69907)
O (15.92564, -22.37611, 12.89084)
O (18.09381, -19.97611, 15.18700)
O (16.94125, -24.34527, 18.07099)
N (22.10369, -22.60109, 17.30290)
C (21.10842, -24.78102, 16.79185)
C (21.00011, -21.82263, 16.64284)
C (22.47936, -23.99954, 16.83710)
C (20.75171, -20.63471, 17.59738)
C (21.20865, -21.29494, 15.19759)
C (23.34685, -24.64130, 18.02816)
C (19.74499, -22.77125, 16.61722)
C (23.32769, -24.17997, 15.50351)
C (19.99579, -24.12136, 15.96014)
H (16.69812, -21.99589, 15.84273)
H (18.89166, -22.30119, 16.12838)
H (20.79674, -20.31521, 14.95558)
H (17.15656, -24.00301, 18.93859)
H (21.65706, -20.02847, 17.62768)
H (22.90933, -24.94491, 18.97922)
H (15.36397, -21.60220, 12.93363)
H (20.66284, -21.06235, 18.59604)
H (22.76168, -23.70454, 14.70245)
H (22.25470, -21.15335, 14.92588)
H (19.13564, -24.78817, 15.90014)
H (16.51604, -21.17204, 17.09972)
H (23.65149, -25.20495, 15.32275)
H (20.78124, -25.10401, 17.78015)
H (21.36766, -25.68108, 16.23436)
H (24.27463, -23.64698, 15.58906)
H (16.61055, -18.94224, 17.81589)
H (17.83568, -19.38678, 18.58616)
H (23.83419, -25.55810, 17.69637)
H (18.13462, -19.89597, 16.13997)
H (17.95416, -19.08143, 14.87670)
H (24.16112, -23.97411, 18.31089)
H (20.43805, -23.96396, 14.97641)
H (16.81678, -22.02753, 12.91526)
H (19.93813, -20.01468, 17.22088)
H (16.99663, -23.58472, 17.49244)
H (20.95685, -21.98380, 14.39126)
H (13.59572, -24.38935, 17.56200)
H (23.53837, -21.50226, 16.61831)
H (19.42164, -22.78526, 17.65806)
H (14.79566, -23.66550, 18.13480)

The value obtained for the highest occupied orbital energy (spin up / spin down) is 0.04 / -6.39 eV. The HOMO-LUMO gap (spin up / spin down) comes out at 2.6 / 8.9 eV. The total charge is -1. For the LUMO energy (spin up / spin down), the calculation gives 2.6 / 2.6 eV. The spin multiplicity is 2.

Mulliken atomic charge list, values in e, 2 entries: number 1, O, carries -0.46; number 2, O, carries -0.60

(4)
The following is a quantum chemistry calculation of a structure of composition C15H38F2N7O11S2Tl at a distorted geometry, from the Open Molecules 2025 dataset.

CARTESIAN COORDINATES (ANGSTROEM)
Tl (-0.85075, -2.28254, 2.73138)
S (1.66891, 0.67226, -1.62440)
S (-0.17019, 0.00155, -2.91380)
F (-1.49930, -0.83824, -2.61741)
F (2.19914, 0.70897, -0.13420)
O (-4.87729, 1.06554, 1.15887)
O (0.52772, -0.84273, -3.86966)
O (3.51130, -0.60288, 5.37245)
O (2.68591, -0.15952, -2.30082)
O (3.82151, -4.67575, 2.04313)
O (-0.35079, 3.12817, 3.09438)
O (0.64785, -5.49168, -1.61761)
O (-0.74276, 1.26182, -3.38974)
O (1.59168, 2.07459, -1.99257)
O (0.42212, 8.35895, -4.90649)
O (-4.93150, -4.71800, -0.14138)
N (0.33555, -7.36885, -2.72584)
N (-7.03203, -5.05197, -0.58266)
N (0.38862, -0.01761, -1.32303)
N (5.43748, -6.23329, 1.88337)
N (-4.81189, 2.84292, -0.06291)
N (4.63809, 1.17720, 5.75691)
N (-0.84866, 5.07319, 2.16653)
C (2.28930, -6.00881, -3.29622)
C (-5.29598, 2.14637, 0.91498)
C (4.98197, -5.02457, 1.84856)
C (6.14019, -4.02939, 1.50790)
C (-0.16950, 7.13013, -4.56611)
C (0.08288, 4.93614, 4.49710)
C (-0.36346, 4.33368, 3.16603)
C (-6.21935, 2.80537, 1.93021)
C (-5.78800, -5.20293, -0.83342)
C (-1.33574, 7.37255, -3.59127)
C (5.45627, -0.75572, 6.78146)
C (4.44931, -0.06561, 5.92879)
C (0.98129, -6.28108, -2.48663)
C (-0.46283, 6.35857, -5.97221)
C (-5.38201, -6.02097, -2.00742)
H (6.00147, -3.79171, 0.45322)
H (2.48929, -4.93835, -3.34343)
H (1.12652, 5.24644, 4.54820)
H (-0.62293, -7.51670, -2.44375)
H (-7.82887, -5.36562, -1.11817)
H (2.18526, -6.33741, -4.33029)
H (-1.11015, 5.49741, -5.80646)
H (0.54286, 6.56687, -3.96330)
H (7.17423, -4.34010, 1.65728)
H (-1.10479, 7.83950, -2.63382)
H (6.49636, -0.47922, 6.60864)
H (5.38266, 1.68078, 6.21749)
H (-5.89900, 3.79465, 2.25707)
H (1.37157, 8.36323, -4.76462)
H (-7.13389, 2.76158, 1.33877)
H (-5.20561, 3.77300, -0.06868)
H (-1.08174, 4.56628, 1.32462)
H (-0.06644, 4.23534, 5.31849)
H (-2.03793, 8.08935, -4.01696)
H (3.09107, -6.51926, -2.76265)
H (-6.38111, 2.25278, 2.85572)
H (-0.82804, 6.08122, 2.10689)
H (-6.26372, -6.12890, -2.63912)
H (-7.26533, -4.60174, 0.29081)
H (-4.96804, -6.95575, -1.62941)
H (-0.95296, 6.80876, -6.83546)
H (5.08664, -0.85504, 7.80205)
H (-4.22064, 2.54456, -0.82547)
H (-4.65919, -5.42247, -2.56190)
H (0.46111, 5.89327, -6.31563)
H (-1.89981, 6.44436, -3.49962)
H (-0.46773, 5.80518, 4.85724)
H (0.83950, -8.08825, -3.22445)
H (4.98110, -6.94039, 2.44178)
H (5.49687, -1.76235, 6.36535)
H (5.87048, -3.09058, 1.99165)
H (6.32282, -6.39998, 1.42677)
H (3.95304, 1.51335, 5.09525)

The value obtained for the highest occupied orbital energy is -13.16 eV. The HOMO-LUMO gap comes out at 1.4 eV. The total charge is +2. For the LUMO energy, the calculation gives -11.7 eV.

Mulliken atomic charge list, values in e, 2 entries: number 1, Tl, carries 1.00; number 2, S, carries 1.05